Record 1
The following is a DFT calculation (ωB97M-V/def2-TZVPD) of 17 unconnected molecules or ions with the total composition C3H38O17 in a non-equilibrium geometry.

As for the HOMO-LUMO gap: 9.1880 eV. Its lowest unoccupied orbital energy is 0.24 eV. Its energy relative to the best compared isomer or geometry (same formula, charge and spin) is 0.0 kcal per mole. The total energy comes out at -1416.25041 a.u. The HOMO energy is -9.0 eV.

Each line ends with the Mulliken charge.
Cartesian coordinates (Å):
O1 -2.3300 -2.2944 -0.3440  -0.847
O2 1.2870 -3.6852 -0.2137  -0.889
H1 2.0242 -3.1076 -0.0212  0.437
O3 3.2547 -1.8973 0.1931  -0.844
H2 -0.6540 -4.3676 2.0639  0.312
O4 0.0369 2.6464 2.3155  -0.778
H3 1.2532 -0.6898 -0.0441  -0.825
H4 1.6924 -0.7597 -3.4797  0.300
O5 2.2813 1.6008 1.2654  -0.768
H5 1.7687 -1.2000 2.7523  0.507
H6 -0.2379 -0.8547 3.2853  0.487
O6 -1.3272 0.4334 2.9406  -0.768
H7 0.5704 -1.1022 -2.3320  0.477
O7 -2.7082 2.5083 -2.9909  -0.691
C1 -0.2349 1.6029 -0.8479  -0.632
O8 0.3163 -1.6497 3.3899  -0.900
H8 -0.0152 0.6812 -3.5594  0.440
H9 0.8035 2.3081 1.9212  0.383
O9 -0.5885 -3.5059 1.6890  -0.760
H10 -0.4485 1.9278 2.6552  0.451
H11 -1.6148 0.3120 2.0189  0.499
H12 -0.3688 2.5621 -0.2178  0.065
H13 0.0214 -2.3953 2.8111  0.385
H14 3.0207 2.1485 1.4900  0.207
O10 -1.8606 0.2798 0.3280  -0.921
H15 0.0132 1.9870 -4.4264  0.311
H16 4.0541 -2.2281 0.3257  0.277
C2 0.2178 -0.6433 0.2395  1.768
O11 -0.3038 -2.4803 -2.0182  -0.726
H17 0.1036 -3.6305 1.0005  0.440
H18 -0.8118 1.7113 -1.7594  -0.344
C3 -0.5729 0.3739 -0.1020  1.444
H19 -0.0840 -1.5882 0.7812  -0.598
H20 -0.6339 -3.0731 -2.6399  0.237
H21 2.2924 0.2846 -1.6238  0.324
H22 3.2184 -0.4349 -0.6489  0.484
O12 2.6780 -0.7860 2.4286  -0.856
H23 0.7891 -3.3034 -0.8898  0.420
H24 -2.3846 -1.3372 -0.1194  0.360
H25 -0.9968 3.5769 1.3957  0.470
H26 -3.4222 2.3121 -3.5637  0.299
H27 2.9925 -1.5233 1.1325  0.433
O13 -0.5597 1.2863 -4.0715  -0.781
H28 -2.4768 1.0642 0.0364  0.268
H29 -2.0910 0.4330 3.4870  0.202
H30 -2.0036 -2.7692 0.4278  0.356
H31 -2.7792 3.0092 0.0909  0.447
H32 -1.0658 -2.3136 -1.3498  0.405
O14 2.9963 0.4732 -1.0400  -0.869
H33 2.4255 1.2480 0.3167  0.368
H34 -1.9723 4.7229 1.4953  0.290
H35 0.7742 1.5837 -1.1981  0.386
O15 -1.6914 4.0777 0.8709  -0.734
O16 1.1072 -0.3498 -2.7728  -0.911
O17 -3.2299 2.2882 -0.3663  -0.756
H36 -3.0611 2.3991 -1.3096  0.449
H37 2.4635 0.0983 2.1380  0.457
H38 -1.9271 2.0293 -3.3359  0.356

Force components x, y, z for each atom (eV/Å):
-0.27 0.19 -0.60
0.53 -2.18 2.21
0.75 0.61 -0.01
-5.36 2.34 0.05
-0.33 -1.06 0.67
-1.15 3.03 0.39
-0.06 0.37 -0.10
-1.22 0.52 1.38
-0.52 -0.56 -1.08
1.53 0.91 -0.16
-0.22 -0.42 -0.25
0.90 0.05 -0.08
0.74 0.67 -0.95
0.91 0.39 0.83
0.00 1.83 0.63
0.76 -0.54 0.15
0.72 -0.41 0.31
2.19 -1.01 -1.12
-0.21 0.41 -0.46
-0.98 -1.67 0.86
-0.32 -0.07 -0.40
0.13 -1.71 -1.07
-0.28 0.86 0.40
0.72 0.47 0.00
-1.30 0.27 0.11
-0.19 -0.49 0.27
5.70 -2.42 0.68
0.37 -1.19 0.31
0.08 1.69 2.18
0.49 0.08 -0.37
-0.36 -0.03 0.26
0.14 -0.75 0.55
-0.10 1.85 -0.68
-0.92 -1.55 -1.80
-1.47 -0.37 -1.49
-0.11 1.14 -0.50
-1.34 -2.20 0.73
-1.26 1.20 -2.17
0.10 -0.42 0.24
-0.30 0.12 -0.33
-1.05 -0.30 -0.90
0.13 0.11 -0.40
-0.52 1.02 -0.93
0.44 -0.01 -0.03
-1.08 -0.01 0.70
0.08 0.04 0.41
0.33 0.63 0.30
0.43 -0.28 -0.64
1.99 -0.47 1.89
0.24 0.45 0.96
-0.56 0.98 0.60
0.69 -0.01 0.10
0.86 -0.83 -0.04
0.48 -1.50 -0.88
-0.67 -0.89 0.48
0.05 0.19 -0.72
-0.22 0.95 -0.25
-0.08 -0.02 -0.24

Record 2
The following is a DFT calculation (ωB97M-V/def2-TZVPD) of a molecular structure, C3H3AgLiO4 in a non-equilibrium geometry.

As for the HOMO-LUMO gap: 5.6811 eV. Its lowest unoccupied orbital energy is -5.69 eV. Its energy relative to the best compared isomer or geometry (same formula, charge and spin) is 51.7 kcal per mole. As for the charge: +1. The total energy comes out at -571.28605 a.u. The HOMO energy is -11.4 eV.

Each line ends with the Mulliken charge.
Cartesian coordinates (Å):
O1 -1.4941 -1.8230 -3.6466  -0.571
C1 0.2434 0.8641 2.4379  0.814
Li1 3.0566 1.4952 2.2240  0.954
H1 -1.2007 1.5101 3.7533  0.265
H2 0.3648 -0.5365 -4.3038  0.310
O2 0.2703 -0.4450 -3.3492  -0.484
C2 -0.7576 -1.2497 -2.8563  0.918
O3 1.1526 0.9652 1.6785  -0.638
Ag1 0.9401 0.1649 -1.0507  0.556
O4 -0.7492 -1.2349 -1.5967  -0.721
H3 -1.0992 -0.3619 3.4362  0.282
C3 -0.7271 0.6515 3.2733  -0.686

Force components x, y, z for each atom (eV/Å):
0.81 0.55 0.76
-0.73 -0.87 0.45
-0.34 -0.14 -0.08
0.06 -0.28 -0.13
-0.29 -0.11 -0.09
0.99 0.66 -0.12
-1.19 -0.90 -1.42
0.60 0.52 0.20
-0.86 -0.65 -0.58
0.47 0.47 1.43
0.19 0.25 -0.07
0.29 0.51 -0.34

Record 3
The following is a DFT calculation (ωB97M-V/def2-TZVPD) of a molecular structure, C3H3AgNaO3 in a non-equilibrium geometry.

The multiplicity is 2. As for the HOMO-LUMO gap (spin up / spin down): 8.9943 / 8.9776 eV. Its lowest unoccupied orbital energy (spin up / spin down) is -8.44 / -8.68 eV. Its energy relative to the best compared isomer or geometry (same formula, charge and spin) is 45.0 kcal per mole. As for the charge: +2. The total energy comes out at -650.32885 a.u. The HOMO energy (spin up / spin down) is -17.4 / -17.7 eV.

Each line ends with the Mulliken charge.
Cartesian coordinates (Å):
H1 -1.9353 -0.5038 0.5256  0.397
O1 1.2212 1.4231 1.0379  -0.715
C1 -0.6467 -2.3706 0.1284  0.032
C2 -1.1619 -1.2428 0.2382  -0.230
H2 -1.7269 -2.4201 0.7277  0.345
O2 0.3941 0.6787 -0.9195  -0.607
C3 0.7407 1.5829 -0.1015  0.787
Ag1 0.6514 0.2979 -3.4285  0.872
O3 0.4777 2.7985 -0.4533  -0.309
H3 0.0251 -3.0901 -0.3328  0.398
Na1 1.9606 2.8462 2.5777  1.032

Force components x, y, z for each atom (eV/Å):
1.07 -0.07 -0.42
0.07 0.15 -0.09
-0.50 1.97 -0.51
-0.65 -0.66 0.59
0.67 -0.79 -0.31
-0.01 -0.70 -0.70
-0.48 -0.19 0.10
-0.02 0.39 0.79
0.23 0.22 -0.07
-0.39 -0.29 0.66
0.02 -0.04 -0.05

Record 4
The following is a DFT calculation (ωB97M-V/def2-TZVPD) of a molecular structure, C3H3AlO in a non-equilibrium geometry.

The multiplicity is 2. As for the HOMO-LUMO gap (spin up / spin down): 6.0972 / 6.0609 eV. Its lowest unoccupied orbital energy (spin up / spin down) is -19.87 / -19.78 eV. Its energy relative to the best compared isomer or geometry (same formula, charge and spin) is 79.7 kcal per mole. As for the charge: +3. The total energy comes out at -432.00390 a.u. The HOMO energy (spin up / spin down) is -26.0 / -25.8 eV.

Each line ends with the Mulliken charge.
Cartesian coordinates (Å):
H1 -0.6878 -0.3544 -1.5641  0.461
H2 -0.9231 0.7300 1.1690  0.399
H3 0.5219 -0.1483 1.7694  0.409
Al1 2.0748 1.0031 -1.2778  1.135
O1 -1.0214 -1.1539 -0.9911  -0.080
C1 -0.0006 0.1894 0.8612  0.185
C2 0.7479 0.8334 -0.1639  -0.060
C3 -0.7117 -1.0993 0.1973  0.550

Force components x, y, z for each atom (eV/Å):
-1.59 -1.87 0.37
-0.17 0.21 0.12
0.16 0.13 0.22
3.67 0.86 -2.06
0.75 0.46 2.07
1.78 1.45 0.37
-3.73 -1.33 3.41
-0.88 0.08 -4.50

Record 5
The following is a DFT calculation (ωB97M-V/def2-TZVPD) of a molecular structure, C3H3AlO3 in a non-equilibrium geometry.

As for the HOMO-LUMO gap (spin up / spin down): 9.1858 / 3.5247 eV. Its lowest unoccupied orbital energy (spin up / spin down) is -23.55 / -26.77 eV. Its energy relative to the best compared isomer or geometry (same formula, charge and spin) is 55.1 kcal per mole. As for the charge: +4. The total energy comes out at -581.74358 a.u. The HOMO energy (spin up / spin down) is -32.7 / -30.3 eV.

Each line ends with the Mulliken charge.
Cartesian coordinates (Å):
O1 2.0728 0.0008 -0.1319  -0.251
H1 -0.9327 0.8329 -1.4198  0.360
Al1 2.2675 1.6254 0.5392  1.668
O2 2.1683 -1.8019 1.1491  0.121
H2 -1.7601 -0.8931 -1.2889  0.362
O3 -0.5871 -0.2416 0.5290  -0.039
C1 -1.4202 0.0441 -0.8429  0.024
C2 -1.6934 0.2688 0.5346  0.524
C3 2.0870 -1.1142 0.2338  0.769
H3 -2.2021 1.2789 0.6979  0.462

Force components x, y, z for each atom (eV/Å):
-0.41 5.39 -3.58
-0.46 0.27 -0.31
1.69 1.05 -0.03
-0.43 -0.87 -3.12
-0.29 -0.45 -0.39
-1.42 -0.47 2.27
-0.28 -1.37 -4.77
1.17 2.05 1.09
1.59 -5.25 7.06
-1.18 -0.35 1.77

Record 6
The following is a DFT calculation (ωB97M-V/def2-TZVPD) of a molecular structure, C3H3BaLiO3 in a non-equilibrium geometry.

As for the HOMO-LUMO gap: 7.3420 eV. Its lowest unoccupied orbital energy is -7.78 eV. Its energy relative to the best compared isomer or geometry (same formula, charge and spin) is 37.9 kcal per mole. As for the charge: +2. The total energy comes out at -374.14061 a.u. The HOMO energy is -15.1 eV.

Each line ends with the Mulliken charge.
Cartesian coordinates (Å):
H1 -0.7271 0.5163 2.1490  0.332
C1 1.1131 0.4655 -0.3666  -0.255
Li1 1.0830 -2.2991 0.3383  0.975
O1 -0.8684 -1.1281 -0.2012  -0.270
Ba1 -3.1220 0.6596 -0.0280  1.826
H2 1.1698 1.5470 -0.5220  0.249
O2 -0.8577 0.7105 1.2114  -0.619
C2 -0.0424 -0.1101 0.4023  0.160
O3 0.7178 -0.3127 -1.5576  -0.211
H3 2.1552 0.2732 -0.0898  0.201
C3 -0.6213 -0.3223 -1.3359  -0.388

Force components x, y, z for each atom (eV/Å):
0.19 0.01 0.00
0.07 -1.17 -1.14
-0.38 0.37 -0.24
1.22 -2.13 -0.64
0.68 -0.16 -0.67
-1.01 -0.08 -0.39
-0.24 0.48 0.53
-0.90 1.58 1.88
1.66 0.17 -1.22
-0.16 -0.78 0.25
-1.13 1.72 1.63